ORCA calculation (the ωB97M-V functional and the def2-TZVPD basis) on 11 unconnected molecules or ions with the total composition C29H46Cl4F4O27 in a non-equilibrium geometry.

CARTESIAN COORDINATES (ANGSTROEM)
O 7.32896 3.53059 6.00740
C 6.33601 3.96993 6.66572
O 5.13251 3.37228 6.72767
C 4.45087 3.86307 7.90267
C 4.93690 5.32332 7.84126
F 4.85964 5.84093 9.11063
O 6.29178 5.11382 7.39873
H 3.36717 3.77679 7.82383
H 4.78269 3.32147 8.78848
H 4.41217 6.01921 7.18665
O -0.45519 -1.00700 1.21652
C -0.13783 0.15603 1.41318
O 0.91680 0.79184 0.81808
C 1.04920 2.10633 1.25093
C -0.31042 2.31615 1.95363
F -1.09866 2.90444 1.10203
O -0.83852 1.01487 2.16143
H 1.88203 2.27656 1.93322
H 0.98860 2.80868 0.41959
H -0.09536 2.89058 2.85468
O -9.31885 -3.92540 0.63587
C -8.65058 -3.07162 1.27933
O -8.86742 -2.62257 2.43681
C -7.99646 -1.57209 2.78081
C -6.83844 -1.85622 1.82759
F -6.06529 -2.71453 2.45446
O -7.51812 -2.48891 0.78180
H -8.46636 -0.61878 2.53898
H -7.77496 -1.62016 3.84698
H -6.21462 -0.99926 1.57345
O -0.41799 8.04813 10.15200
C -0.69974 8.41750 9.04178
O -0.51957 9.67158 8.55580
C -1.06065 9.75334 7.31389
C -1.22863 8.37982 6.87726
F -0.10318 8.01757 6.20002
O -1.18534 7.71389 8.10795
H -2.01027 10.23742 7.54193
H -0.53215 10.42507 6.63745
H -2.09067 8.20438 6.23366
C 1.72041 1.69171 -10.70271
O 1.81784 1.04067 -9.42249
C 1.91814 1.79576 -8.30031
O 1.94657 2.97912 -8.25368
O 1.90187 1.00601 -7.26532
C 2.37041 1.51162 -6.03890
H 1.56922 0.93499 -11.47252
H 2.65231 2.21909 -10.90648
H 0.93521 2.42803 -10.87419
H 3.33858 1.99043 -6.18547
H 2.58277 0.77191 -5.26700
H 1.75302 2.31695 -5.64092
C -8.00180 4.92090 0.14633
O -9.33619 4.42625 0.00063
C -9.91054 4.29385 -1.19404
O -9.64838 4.99138 -2.18063
O -10.91958 3.42619 -1.14540
C -11.78922 3.26056 -2.30017
H -7.30699 4.60945 -0.63363
H -7.50416 4.58169 1.05484
H -7.85160 6.00050 0.14848
H -12.77175 3.61377 -1.98717
H -11.92412 2.20005 -2.51281
H -11.48386 3.64333 -3.27400
C 6.64052 -10.37516 2.02170
O 6.21441 -9.13942 1.47593
C 4.93951 -8.99467 1.12382
O 4.11330 -9.89476 0.91282
O 4.70703 -7.66198 0.98158
C 3.40950 -7.28974 0.50658
H 7.70295 -10.32054 2.25912
H 6.63933 -11.22629 1.34076
H 6.11746 -10.64399 2.93944
H 3.20231 -7.64314 -0.50352
H 3.43873 -6.20015 0.51340
H 2.68120 -7.59147 1.25933
C 7.31038 -1.34567 0.05723
O 7.41003 -2.01251 -1.18837
C 7.27335 -1.25183 -2.31412
O 7.03882 -0.03250 -2.36064
O 7.55582 -2.03219 -3.43058
C 7.50544 -1.38356 -4.73943
H 7.41733 -2.09003 0.84627
H 6.36281 -0.82083 0.17873
H 8.19485 -0.70899 0.07832
H 8.42602 -0.89002 -5.05099
H 6.65098 -0.72988 -4.91458
H 7.30700 -2.16981 -5.46782
C -3.23146 -7.44066 -1.26346
O -2.33055 -7.79706 -2.30491
C -2.84350 -8.05696 -3.49023
O -4.01297 -8.36169 -3.79286
O -1.82556 -8.23665 -4.26442
C -1.77651 -9.17720 -5.34966
H -2.84197 -7.75676 -0.29575
H -4.24408 -7.80605 -1.43434
H -3.33646 -6.35626 -1.22947
H -2.44834 -8.74723 -6.09253
H -2.29351 -10.11827 -5.16198
H -0.74978 -9.31301 -5.68949
Cl -4.54514 0.00388 -3.21947
C -3.97138 -1.51339 -3.92893
Cl -5.37689 -2.50266 -4.46928
H -3.35947 -1.33368 -4.81287
H -3.46199 -2.13604 -3.19345
Cl 4.87202 6.74349 0.52581
C 6.46080 5.99661 0.09294
Cl 7.51009 7.07008 -0.89411
H 6.93772 5.77685 1.04812
H 6.31159 5.08857 -0.49125

Values from the calculation:
Charge = 0
SMILES string = O=C1OC[C@@H](F)O1.O=C1OC[C@@H](F)O1.O=C1OC[C@@H](F)O1.O=C1OC[C@@H](F)O1.COC(=O)OC.COC(=O)OC.COC(=O)OC.COC(=O)OC.COC(=O)OC.ClCCl.ClCCl
E_HOMO = -10.4 eV
Gap between HOMO and LUMO = 0.3673 Ha
E_tot = -5404.2359 Eh

ORCA calculation (the ωB97M-V functional and the def2-TZVPD basis) on a molecular structure, C29H46N3O7S in a non-equilibrium geometry.

CARTESIAN COORDINATES (ANGSTROEM)
N -0.04389 -4.09936 6.97950
C -1.30167 -4.16077 6.69989
C -1.77914 -3.60656 5.28601
C -1.03245 -2.25593 5.06290
C -0.05791 -2.17547 3.96399
C 0.73198 -0.93165 3.69533
N 1.70909 -0.64443 2.74650
S 2.11809 0.95922 3.05755
N 1.15367 1.42793 4.35000
C 0.44927 0.25452 4.60720
C -0.53681 0.15226 5.72821
C -1.30232 -1.08061 5.97429
C -2.33389 -1.06142 7.15352
O -3.21914 -0.16861 7.09678
O -2.30398 -1.86848 8.18167
H 0.02170 -4.47892 7.94022
H -2.03310 -4.55236 7.45521
H -1.45267 -4.36872 4.51152
H -2.89340 -3.49694 5.21418
H 0.11643 -3.06104 3.29090
H -0.72124 1.01056 6.41593
C 1.09397 2.83879 -1.84172
C 1.46891 4.25971 -1.46918
C 1.44027 4.20536 0.04739
O 1.79944 2.86819 0.41957
C 1.77601 2.03822 -0.74870
H 1.41087 2.54748 -2.84297
H 0.00906 2.71186 -1.77632
H 2.48433 4.47825 -1.81662
H 0.79846 5.01437 -1.88072
H 0.43474 4.40329 0.43319
H 2.13410 4.91282 0.50664
H 2.81311 1.80478 -1.01573
H 1.25605 1.10466 -0.52472
C -0.32913 1.58667 -7.08161
C -0.20886 0.11462 -6.73802
C 0.57971 0.15801 -5.44301
O 0.23461 1.38877 -4.78907
C -0.48497 2.21734 -5.70922
H -1.15877 1.81594 -7.75193
H 0.59620 1.93522 -7.55078
H -1.20265 -0.30663 -6.55644
H 0.27687 -0.48000 -7.51278
H 1.65897 0.16967 -5.63464
H 0.35240 -0.68141 -4.78447
H -1.53516 2.23280 -5.39670
H -0.09473 3.23657 -5.66810
C -2.26764 -3.69926 -2.61102
C -2.88606 -2.33038 -2.40552
C -1.72706 -1.40899 -2.73770
O -0.92403 -2.08948 -3.71466
C -1.35058 -3.45534 -3.79604
H -2.99777 -4.48873 -2.79367
H -1.67761 -3.97548 -1.73214
H -3.70052 -2.18011 -3.12120
H -3.28110 -2.17223 -1.40179
H -1.10168 -1.22386 -1.85882
H -2.05589 -0.44814 -3.13885
H -1.88440 -3.58469 -4.74450
H -0.47880 -4.11266 -3.79505
C 2.95368 9.13141 -1.44566
C 1.82638 9.81496 -0.69802
C 0.67202 8.85601 -0.92630
O 1.23948 7.54546 -1.04507
C 2.66127 7.66558 -1.18192
H 3.94794 9.43336 -1.11440
H 2.87089 9.34265 -2.51631
H 2.06530 9.86518 0.36848
H 1.61575 10.82635 -1.04789
H 0.14680 9.08097 -1.86102
H -0.05169 8.86877 -0.10903
H 3.11819 7.33219 -0.24383
H 3.00840 7.01623 -1.98778
C 0.40154 -8.27792 2.73172
C -0.64260 -8.27868 1.63300
C -1.34296 -6.95208 1.86571
O -0.36712 -6.05914 2.41550
C 0.79306 -6.81295 2.79100
H 1.24793 -8.93713 2.53477
H -0.05548 -8.58145 3.67845
H -0.15213 -8.27617 0.65461
H -1.32158 -9.13163 1.67146
H -2.15439 -7.05347 2.59459
H -1.75199 -6.52643 0.94685
H 1.58831 -6.58537 2.07268
H 1.12376 -6.50592 3.78473

Values from the calculation:
Charge = -1
E_HOMO = -4.2 eV
Gap between HOMO and LUMO = 0.2303 Ha
E_tot = -2221.6472 Eh
Energy above the lowest of the compared OMol25 structures with the same formula, charge and spin = 53.1 kcal/mol

ORCA calculation (the ωB97M-V functional and the def2-TZVPD basis) on a molecular structure, C29H46P2STm in a non-equilibrium geometry.

CARTESIAN COORDINATES (ANGSTROEM)
Tm 0.24622 -0.29300 0.66328
C -0.69260 -2.29848 2.04093
C 0.59007 -2.63666 1.50221
C 0.90528 -1.06389 3.15972
C -0.49203 -1.30013 3.03272
C 1.58371 -1.85749 2.19125
C -1.97929 -3.02968 1.85747
H -2.06618 -3.50378 0.87310
H -2.82405 -2.34961 2.01322
H -2.05630 -3.81310 2.62880
C -1.47082 -0.80009 4.02199
H -2.46944 -1.22667 3.87791
H -1.55968 0.28551 3.98707
H -1.13145 -1.03628 5.03564
C 1.52297 -0.36559 4.30762
H 0.93842 -0.56331 5.22074
H 1.54365 0.72096 4.15527
H 2.54986 -0.71546 4.47637
C 3.06019 -1.98233 2.16406
H 3.38196 -2.72314 2.91398
H 3.53174 -1.02927 2.44020
H 3.43989 -2.28093 1.17932
C 0.92450 -3.79753 0.64354
H 1.24047 -4.65835 1.23955
H 1.74740 -3.58558 -0.04211
H 0.07697 -4.13350 0.04878
C -1.20055 1.03047 -3.44985
C -1.69926 -0.24753 -3.65401
C -1.02917 -1.19191 -4.61800
C 0.52064 -1.07205 -4.79425
C 1.34017 -0.72718 -3.60185
C 1.74852 0.53806 -3.23988
C 1.19853 1.75368 -3.99740
C -0.27278 1.70432 -4.41251
H -1.48768 -1.11920 -5.62456
H 0.68542 -0.41960 -5.67466
H -1.30659 -2.22172 -4.36019
H -0.39053 1.31682 -5.44430
H -1.54430 1.71045 -2.64174
H -2.77284 -0.46086 -3.53707
H -0.60319 2.76251 -4.45586
H 1.40683 2.64429 -3.38837
H 2.81519 0.75100 -2.96768
H 1.79004 1.95761 -4.91718
H 0.83817 -2.07109 -5.17000
H 1.78241 -1.56586 -3.08089
P -1.91072 -0.42305 -1.13188
C -3.42254 0.61975 -1.43026
C -1.53649 -2.13873 -1.76460
P 2.34394 0.50073 -1.13178
C -0.42984 0.54471 -1.25994
C 3.51764 -0.90894 -1.39843
C 3.01285 2.18876 -1.05960
H -3.39972 1.45195 -0.69770
H -4.31334 -0.01539 -1.24934
H -3.55045 1.07068 -2.43615
H -0.92770 -2.22995 -2.67410
H -2.49908 -2.63671 -1.96780
H -0.99500 -2.69874 -0.99002
H 2.72583 2.71920 -1.96622
H 4.09368 2.23247 -1.00083
H 2.57676 2.75101 -0.23268
H -0.44515 1.64133 -1.25957
H 0.07556 0.08065 -2.09409
H 4.27705 -0.99264 -0.61041
H 3.99122 -0.79530 -2.38953
H 2.91189 -1.83296 -1.44372
S 0.24762 2.17616 1.95360
C -0.76614 2.95074 3.08660
C -0.78435 2.60296 4.46341
C -1.60972 3.30208 5.36192
C -2.43500 4.34219 4.88812
C -2.34726 4.76795 3.54677
C -1.52239 4.07639 2.65948
H -0.13975 1.78812 4.82986
H -1.59855 3.02014 6.42729
H -3.16635 4.80832 5.57173
H -2.90750 5.62688 3.18093
H -1.42752 4.37440 1.61660

Values from the calculation:
Multiplicity = 3
Charge = +1
E_HOMO (alpha / beta) = -9.3 / -9.3 eV
Gap between HOMO and LUMO (alpha / beta) = 0.1463 / 0.1384 Ha
E_tot = -3298.1991 Eh

ORCA calculation (the ωB97M-V functional and the def2-TZVPD basis) on a molecular structure, C29H46P2TeYb in a non-equilibrium geometry.

CARTESIAN COORDINATES (ANGSTROEM)
Yb -0.01198 0.02724 0.14180
C 1.95529 1.09303 -0.02110
C 1.10337 1.60522 -1.05994
C 0.06200 2.03339 0.99154
C 1.31570 1.34800 1.25555
C -0.05665 2.19416 -0.44659
C 3.28870 0.46496 -0.20721
H 3.39639 0.00955 -1.19971
H 3.50917 -0.30432 0.54664
H 4.07062 1.23913 -0.12064
C 1.80783 0.95538 2.58947
H 2.63303 0.23343 2.54475
H 1.01927 0.50408 3.21376
H 2.17346 1.85059 3.12115
C -0.91836 2.44600 2.01422
H -0.63002 3.43276 2.41755
H -0.95407 1.74472 2.86117
H -1.94203 2.53395 1.62527
C -1.16026 2.90042 -1.14717
H -0.94853 3.98346 -1.16170
H -2.13528 2.76748 -0.65657
H -1.25842 2.57854 -2.19171
C 1.43213 1.64452 -2.51370
H 1.91013 2.60979 -2.75731
H 0.54404 1.55515 -3.15596
H 2.13639 0.85422 -2.80714
C -0.33462 -6.49822 -3.23313
C 0.56024 -5.87249 -4.01026
C 0.47730 -5.48837 -5.45693
C -0.93488 -5.43534 -6.09057
C -1.85395 -4.46906 -5.40286
C -2.61141 -4.65902 -4.31361
C -2.79215 -5.88507 -3.46956
C -1.70888 -6.98548 -3.58615
H 1.11028 -6.16196 -6.05884
H -1.35860 -6.44439 -6.13994
H 0.93740 -4.49072 -5.56010
H -1.74405 -7.43859 -4.58294
H -0.04307 -6.67005 -2.18613
H 1.51860 -5.61225 -3.54332
H -1.98708 -7.78836 -2.87773
H -2.83685 -5.55657 -2.41697
H -3.22027 -3.80771 -3.98487
H -3.77814 -6.33609 -3.67380
H -0.80610 -5.10849 -7.13942
H -1.88332 -3.46593 -5.85451
P 0.59305 -2.26369 -0.75194
C 1.22402 -3.39271 0.42313
C 1.48295 -2.40962 -2.24623
P -1.89662 -0.89863 -1.27991
C -1.20187 -2.62306 -1.10874
C -1.97735 -0.51203 -2.97951
C -3.49362 -0.80884 -0.57563
H 0.79906 -3.21641 1.42459
H 2.31628 -3.25404 0.47709
H 0.99394 -4.40105 0.07175
H 1.24155 -3.38281 -2.67919
H 2.55934 -2.36804 -2.01228
H 1.26470 -1.61065 -2.97161
H -4.10843 -1.57278 -1.05614
H -3.90771 0.19169 -0.78500
H -3.46344 -0.95233 0.51639
H -1.64687 -3.08795 -0.21245
H -1.36549 -3.26325 -1.99337
H -2.54544 0.42571 -3.09160
H -2.51224 -1.32428 -3.47495
H -0.99197 -0.36866 -3.44847
Te -1.26870 -1.07913 2.73632
C -1.07645 -0.34607 4.74758
C -1.66171 -1.20997 5.72214
C -1.64636 -0.89551 7.08672
C -1.05063 0.28637 7.54289
C -0.47082 1.15174 6.62527
C -0.48052 0.84959 5.25414
H -2.13261 -2.13199 5.38781
H -2.10275 -1.57258 7.80597
H -1.04027 0.53026 8.60026
H -0.00245 2.07756 6.96226
H -0.00096 1.59220 4.61673

Values from the calculation:
Multiplicity = 2
Charge = +1
E_HOMO (alpha / beta) = -9.6 / -9.6 eV
Gap between HOMO and LUMO (alpha / beta) = 0.2421 / 0.2429 Ha
E_tot = -3241.7060 Eh
Energy above the lowest of the compared OMol25 structures with the same formula, charge and spin = 43.1 kcal/mol

ORCA calculation (the ωB97M-V functional and the def2-TZVPD basis) on a molecular structure, C29H47AlBr3ClI3MgO9PTa in a non-equilibrium geometry.

CARTESIAN COORDINATES (ANGSTROEM)
C -2.00209 -0.14513 1.80232
C -0.92401 -0.34024 0.81888
O 0.04391 0.41314 0.66144
O -1.01610 -1.39715 -0.08397
C -0.85029 -2.82686 0.27089
Ta -1.07064 -3.69542 -1.87169
C -2.81943 -2.26776 -2.54018
I -2.39519 -1.23811 -4.45426
C -4.02887 -1.92246 -2.01140
C -5.11916 -1.04947 -2.54824
I -4.55887 -2.67977 -0.14193
P -2.49968 -5.72149 -1.24186
O -2.55472 -6.71026 -2.52986
I -1.49424 -7.02891 0.53184
H -2.21348 -1.06948 2.33695
H -2.91759 0.12815 1.25937
H -1.72347 0.65535 2.47668
H 0.16464 -2.95478 0.64339
H -1.50269 -3.23134 1.04215
H -0.86463 -4.29136 -3.59861
H 0.36428 -4.70176 -1.42477
H 0.11706 -2.27897 -2.27868
H -4.91082 -0.00540 -2.31293
H -6.06182 -1.29222 -2.07084
H -5.25463 -1.19608 -3.61533
H -1.66655 -6.85722 -2.89349
Mg -1.13073 -0.63351 -1.87855
C 2.47517 -2.16656 2.42143
C 1.73765 -2.37881 3.57962
C 2.14475 -3.34317 4.49112
C 3.29085 -4.08843 4.24592
C 4.02806 -3.87486 3.08815
C 3.61639 -2.91404 2.17650
H 2.16208 -1.41477 1.70488
H 0.84712 -1.79227 3.77323
H 1.57136 -3.51448 5.39261
H 3.61044 -4.83707 4.95852
H 4.92140 -4.45485 2.89817
H 4.18491 -2.73134 1.26074
C -4.13772 1.85325 -7.43894
O -4.03829 0.43083 -7.47273
H -4.59930 2.15812 -8.37285
H -4.76601 2.19507 -6.61196
H -3.15514 2.32633 -7.36565
H -3.63233 0.13299 -6.65560
C -4.27705 3.84196 4.74046
C -4.47529 5.14791 4.89784
C -4.83134 6.01745 3.74137
O -5.00998 7.20453 3.87762
C -4.95710 5.36553 2.40738
C -4.75661 4.05937 2.26427
C -4.40665 3.22634 3.42004
O -4.21732 2.00361 3.29591
H -4.02122 3.18469 5.56055
H -4.39208 5.63739 5.85914
H -5.22221 6.00976 1.57975
H -4.85089 3.56042 1.30628
C -8.41361 0.61387 3.85221
C -7.75374 1.84535 3.22592
O -8.03198 2.09726 1.99644
O -6.99554 2.53778 3.92122
H -9.04926 0.10139 3.13529
H -7.65104 -0.07882 4.22151
H -9.01262 0.92157 4.70840
Al -5.27563 0.55712 2.08150
Cl -6.67111 1.31896 0.17060
C -9.54710 -1.90047 -2.12884
Br -8.76590 -0.21027 -2.60690
Br -8.88708 -3.31874 -3.24455
Br -9.31448 -2.30846 -0.26919
H -10.60845 -1.81135 -2.30536
C 5.95172 -0.76347 0.95010
O 5.48805 -1.74684 0.21250
H 5.77349 0.26569 0.57455
H 5.49198 -0.72371 1.98301
H 7.03166 -0.82132 1.21066
C 7.47907 0.78702 -2.23030
C 8.85167 0.61379 -1.58597
C 9.23147 1.75607 -0.64533
C 9.34051 3.12842 -1.31139
C 10.33799 3.20146 -2.46609
C 11.77680 2.91036 -2.04767
H 7.43004 1.68189 -2.85178
H 7.24152 -0.06654 -2.86593
H 6.70264 0.86331 -1.46651
H 9.60931 0.49708 -2.36428
H 8.85812 -0.31913 -1.01548
H 10.17691 1.51159 -0.15464
H 8.48640 1.81856 0.15614
H 9.62511 3.86131 -0.55048
H 8.35622 3.43970 -1.67248
H 10.29120 4.20432 -2.89674
H 10.04231 2.51433 -3.26356
H 12.10748 3.61206 -1.27970
H 12.45477 3.00248 -2.89623
H 11.88726 1.89998 -1.65177

Values from the calculation:
Charge = +1
E_HOMO = -9.2 eV
Gap between HOMO and LUMO = 0.0434 Ha
E_tot = -11725.8134 Eh